DFT (ωB97M-V with the def2-TZVPD basis set) results for a cluster of 2 separate species, C2H7N2PS in total at a distorted geometry.

Geometry as XYZ:
```
13
Properties=species:S:1:pos:R:3:nbo_charge:R:1
C -1.612 0.041 1.019 -0.446
C 0.386 0.333 -1.058 -0.474
N -1.336 -0.889 -0.051 -0.371
N -0.574 -0.709 -1.098 -0.253
P 3.879 -0.814 0.325 0.316
S 4.328 1.064 0.302 -0.317
H -0.688 0.488 1.386 0.206
H -2.278 0.843 0.679 0.186
H -2.096 -0.497 1.832 0.211
H -0.037 1.312 -0.803 0.180
H 1.178 0.103 -0.325 0.177
H 0.841 0.379 -2.046 0.212
H -1.991 -1.652 -0.162 0.374
```

Highest occupied orbital energy (spin up / spin down) = -7.64 / -6.70 eV
Electronic energy = -25288.34480 eV
HOMO-LUMO gap (spin up / spin down) = 6.04 / 5.38 eV
Net charge = 0

=====

DFT (ωB97M-V with the def2-TZVPD basis set) results for a structure of composition C43H46AsCl2N5OPSV at a distorted geometry.

Geometry as XYZ:
```
101
Properties=species:S:1:pos:R:3:lowdin_spin:R:1
V 0.217 -0.439 1.911 1.411
Cl 2.955 3.966 0.620 -0.001
C 2.948 5.072 2.048 0.000
Cl 1.570 6.198 2.131 0.000
H 3.767 5.768 1.954 0.000
H 2.941 4.487 2.960 0.000
N -3.492 -1.901 1.723 -0.002
C -2.454 -1.353 2.254 0.000
O -1.624 -0.877 1.351 0.001
C -2.013 -1.304 3.730 -0.011
C -0.592 -0.674 3.860 -0.143
H -3.685 -1.762 0.748 0.000
H -4.313 -2.215 2.228 0.000
H -2.153 -2.331 4.200 -0.001
H -2.827 -0.677 4.193 -0.003
H 0.008 -1.159 4.618 -0.003
H -0.642 0.359 4.252 -0.007
N 0.979 -2.406 2.201 -0.009
C 2.355 -2.450 2.406 -0.001
C 3.059 -3.608 2.477 0.001
C 4.471 -3.578 2.723 -0.001
C 5.098 -2.400 2.947 0.001
C 4.335 -1.200 2.917 0.000
C 4.898 0.035 3.238 0.008
C 4.081 1.074 3.585 0.000
C 2.713 0.912 3.343 0.005
N 2.153 -0.131 2.724 -0.011
C 3.003 -1.203 2.726 0.003
H 0.504 -2.625 3.006 0.001
H 0.661 -2.998 1.422 0.002
H 2.557 -4.535 2.209 0.000
H 4.942 -4.502 2.748 0.000
H 6.123 -2.393 3.267 0.000
H 5.917 0.107 3.286 0.000
H 4.547 1.977 3.994 0.000
H 2.056 1.689 3.645 0.000
C -1.196 3.319 4.385 -0.001
N -1.908 3.114 3.091 -0.006
C -3.106 3.751 2.844 -0.004
C -3.333 3.771 1.500 -0.004
N -2.266 3.068 0.966 -0.005
C -1.421 2.660 1.938 -0.008
S 0.115 2.017 1.791 -0.076
H -0.371 3.977 4.138 0.000
H -0.908 2.377 4.764 0.000
H -1.863 3.797 5.089 0.000
H -3.758 4.183 3.564 0.000
H -4.110 4.154 0.911 0.000
H -2.006 3.118 -0.048 0.000
C -0.686 -0.356 -1.711 -0.010
C -1.058 1.093 -1.598 0.000
As -2.281 1.815 -3.016 -0.001
C -3.904 0.872 -2.402 0.000
C -4.953 0.639 -3.327 0.000
C -6.239 0.189 -2.965 0.000
C -6.490 -0.017 -1.651 0.000
C -5.488 0.151 -0.675 0.000
C -4.246 0.622 -1.068 0.000
C -1.784 0.661 -4.474 0.000
C -0.635 1.092 -5.195 0.000
C -0.259 0.368 -6.308 0.000
C -0.986 -0.690 -6.756 0.000
C -2.079 -1.125 -6.020 0.000
C -2.384 -0.557 -4.800 0.000
P 0.721 -0.787 -0.590 -0.073
C 1.174 -2.462 -1.164 -0.005
C 0.092 -3.332 -1.214 -0.003
C 0.214 -4.560 -1.772 0.001
C 1.560 -5.048 -1.936 -0.006
C 2.637 -4.283 -1.701 0.000
C 2.462 -2.909 -1.396 -0.007
C 2.124 0.212 -1.148 -0.015
C 2.196 0.422 -2.542 -0.005
C 3.337 1.137 -3.003 -0.002
C 4.271 1.659 -2.143 0.000
C 4.153 1.468 -0.755 0.000
C 3.096 0.743 -0.311 0.000
H -0.429 -0.737 -2.691 -0.003
H -1.576 -0.938 -1.386 0.000
H -0.240 1.800 -1.703 0.000
H -1.497 1.192 -0.593 0.000
H -4.826 0.894 -4.381 0.000
H -7.056 0.131 -3.645 0.000
H -7.512 -0.289 -1.258 0.000
H -5.796 0.069 0.380 0.000
H -3.511 0.840 -0.235 0.000
H -0.130 1.959 -4.757 0.000
H 0.701 0.612 -6.764 0.000
H -0.720 -1.174 -7.717 0.000
H -2.739 -1.923 -6.393 0.000
H -3.110 -1.060 -4.199 0.000
H -0.871 -2.860 -1.000 0.000
H -0.625 -5.141 -2.012 0.000
H 1.650 -6.081 -2.249 0.000
H 3.642 -4.685 -1.799 0.000
H 3.375 -2.283 -1.442 0.000
H 1.390 0.169 -3.220 0.000
H 3.379 1.361 -4.088 0.000
H 5.028 2.354 -2.489 0.000
H 4.882 1.942 -0.043 0.000
H 3.101 0.602 0.746 0.000
```

Highest occupied orbital energy (spin up / spin down) = -14.66 / -14.66 eV
Spin multiplicity = 2
Electronic energy = -186506.22770 eV
HOMO-LUMO gap (spin up / spin down) = 4.09 / 5.58 eV
Net charge = +3

=====

DFT (ωB97M-V with the def2-TZVPD basis set) results for a structure of composition C38H47N3O4Pb.

Geometry as XYZ:
```
93
Properties=species:S:1:pos:R:3:mulliken_charge:R:1
Pb -0.698 -3.050 1.080 1.341
C 4.821 1.612 -2.551 -2.266
C 3.442 1.744 -1.912 1.953
C 3.557 2.650 -0.669 -1.332
C 2.477 2.393 -2.919 -1.430
C 2.906 0.401 -1.471 -0.583
C 1.507 0.350 -0.922 2.319
C 1.281 -0.759 0.061 -0.524
N 0.399 -0.786 0.989 -0.079
C -0.445 0.150 1.565 -0.883
C -0.856 1.367 1.074 0.060
C -1.687 2.200 1.842 -1.029
C -2.081 1.772 3.130 -0.001
C -1.795 0.541 3.656 -0.340
C -1.021 -0.365 2.821 1.627
O -0.859 -1.569 3.100 -1.047
C -2.220 0.102 5.041 1.996
C -3.050 1.178 5.743 -2.083
C -3.049 -1.192 4.970 -1.539
C -0.938 -0.149 5.855 -1.620
C -2.099 3.549 1.280 1.947
C -0.833 4.411 1.128 -1.412
C -2.747 3.348 -0.101 -1.533
C -3.092 4.276 2.185 -2.274
C 2.020 -2.047 -0.180 1.131
O 1.606 -3.067 0.404 -1.168
C 3.161 -2.023 -1.030 -0.905
C 3.602 -0.765 -1.530 -0.234
C 3.906 -3.308 -1.312 1.904
C 4.446 -3.875 0.011 -1.636
C 2.926 -4.307 -1.952 -1.506
C 5.081 -3.111 -2.277 -2.129
H 5.179 2.600 -2.834 0.434
H 5.551 1.185 -1.863 0.455
H 4.792 1.002 -3.455 0.431
H 3.997 3.602 -0.965 0.480
H 2.590 2.875 -0.218 0.108
H 4.201 2.205 0.090 0.363
H 2.881 3.357 -3.226 0.533
H 2.360 1.774 -3.808 0.322
H 1.490 2.573 -2.492 0.194
H 1.222 1.307 -0.509 -0.525
H -0.561 1.689 0.093 0.470
H -2.678 2.454 3.715 0.771
H -3.955 1.429 5.187 0.425
H -3.359 0.802 6.716 0.455
H -2.481 2.092 5.918 0.392
H -3.850 -1.113 4.232 0.258
H -2.437 -2.058 4.725 0.308
H -3.512 -1.364 5.940 0.499
H -0.352 0.764 5.958 0.353
H -1.207 -0.492 6.854 0.455
H -0.318 -0.916 5.395 0.376
H -0.106 3.948 0.458 0.193
H -1.102 5.381 0.710 0.465
H -0.351 4.578 2.091 0.364
H -2.059 2.920 -0.828 0.278
H -3.623 2.701 -0.033 0.328
H -3.073 4.312 -0.490 0.483
H -2.655 4.537 3.149 0.419
H -3.394 5.206 1.706 0.445
H -3.992 3.686 2.360 0.473
H 4.575 -0.742 -1.992 0.863
H 3.649 -4.081 0.725 0.307
H 4.967 -4.808 -0.200 0.485
H 5.161 -3.189 0.464 0.370
H 2.090 -4.541 -1.294 0.289
H 2.542 -3.924 -2.898 0.335
H 3.463 -5.231 -2.162 0.497
H 5.876 -2.502 -1.846 0.439
H 5.511 -4.086 -2.498 0.446
H 4.771 -2.671 -3.226 0.436
O 0.604 0.155 -2.074 -0.134
C -0.201 -0.861 -2.261 -0.172
N -0.417 -1.883 -1.486 0.893
C -1.334 -2.729 -2.176 -0.464
O -1.734 -3.747 -1.673 -0.636
C -1.664 -2.107 -3.487 0.127
C -2.468 -2.506 -4.528 -0.645
C -2.541 -1.655 -5.634 -0.552
C -1.833 -0.459 -5.675 -0.796
C -1.016 -0.062 -4.613 -0.168
C -0.953 -0.912 -3.533 0.250
H -3.012 -3.440 -4.500 0.539
H -3.155 -1.934 -6.478 0.441
H -1.911 0.173 -6.547 0.470
H -0.462 0.865 -4.647 0.553
C -5.378 -1.224 0.357 -1.117
C -3.955 -1.452 0.557 0.275
N -2.835 -1.638 0.719 -0.076
H -5.539 -0.730 -0.600 0.328
H -5.764 -0.599 1.160 0.316
H -5.900 -2.179 0.361 0.369
```

Highest occupied orbital energy (spin up / spin down) = -13.63 / -13.70 eV
Electronic energy = -58063.11764 eV
HOMO-LUMO gap (spin up / spin down) = 5.83 / 6.30 eV
Net charge = +2

=====

DFT (ωB97M-V with the def2-TZVPD basis set) results for the molecule C5H10 at a distorted geometry.

Geometry as XYZ:
```
15
Properties=species:S:1:pos:R:3:nbo_charge:R:1
C -1.874 -0.046 -0.440 -0.413
C -0.998 -0.204 0.595 -0.174
C 0.469 -0.024 0.481 -0.261
C 0.826 1.405 -0.127 -0.602
C 1.230 -1.176 -0.323 -0.588
H -2.940 -0.336 -0.410 0.207
H -1.478 0.216 -1.468 0.187
H -1.397 -0.513 1.572 0.203
H 0.885 -0.093 1.487 0.199
H 0.209 1.567 -1.050 0.206
H 1.954 1.474 -0.355 0.208
H 0.526 2.211 0.557 0.213
H 1.110 -2.117 0.131 0.207
H 2.294 -0.959 -0.210 0.203
H 0.920 -1.172 -1.375 0.205
```

Highest occupied orbital energy = -9.37 eV
Electronic energy = -5346.09648 eV
SMILES = C=CC(C)C
HOMO-LUMO gap = 10.57 eV
Net charge = 0

=====

DFT (ωB97M-V with the def2-TZVPD basis set) results for the molecule C4H5NO2 at a distorted geometry.

Geometry as XYZ:
```
12
Properties=species:S:1:pos:R:3:nbo_charge:R:1
O -1.865 -0.292 1.269 -0.485
C -1.666 -0.223 0.080 0.368
C -0.531 0.564 -0.490 0.036
C 0.404 1.190 0.360 -0.367
N 1.578 -0.022 0.397 -0.433
C 1.288 -1.163 -0.125 0.398
O 0.315 -1.635 -0.767 -0.605
H -2.301 -0.728 -0.663 0.141
H -0.488 0.709 -1.565 0.230
H 0.966 2.035 -0.037 0.245
H 0.094 1.303 1.401 0.254
H 2.206 -1.739 0.141 0.219
```

Highest occupied orbital energy (spin up / spin down) = -9.90 / -9.90 eV
Electronic energy = -9810.28192 eV
HOMO-LUMO gap (spin up / spin down) = 7.92 / 7.92 eV
Net charge = 0

=====

DFT (ωB97M-V with the def2-TZVPD basis set) results for a cluster of 3 separate species, C17H41BrN3O9P in total.

Geometry as XYZ:
```
72
Properties=species:S:1:pos:R:3:mulliken_charge:R:1
C 1.496 -1.709 -4.675 -1.316
C 0.068 -1.947 -5.165 -0.436
C -0.949 -1.692 -4.051 -0.162
Br -1.113 -3.290 -2.929 -0.103
C -2.326 -1.295 -4.594 -0.652
O -2.553 -2.042 -5.781 -0.316
C -3.748 -2.735 -5.916 0.514
N -4.820 -1.927 -6.172 -0.373
O -3.759 -3.932 -5.902 -0.557
P -2.597 0.498 -4.889 1.191
O -3.901 0.710 -5.516 -0.831
O -1.414 1.071 -5.783 -0.538
O -2.408 1.185 -3.466 -0.438
H 1.609 -0.693 -4.284 0.330
H 2.216 -1.848 -5.479 0.406
H 1.736 -2.388 -3.856 0.313
H -0.022 -2.984 -5.479 0.383
H -0.147 -1.293 -6.011 0.399
H -0.568 -0.917 -3.382 0.435
H -3.093 -1.553 -3.851 0.685
H -5.682 -2.448 -6.092 0.258
H -4.865 -1.015 -5.729 0.291
H -0.550 1.057 -5.356 0.321
H -2.377 0.549 -2.727 0.343
C -0.674 -1.821 2.978 -0.467
O -2.072 -1.610 3.029 -0.368
C -2.478 -0.520 3.845 -0.692
C -3.079 0.584 3.003 -0.355
N -2.062 1.224 2.180 0.118
C -2.580 2.140 1.172 -0.898
C -3.438 1.553 0.060 -0.668
O -2.720 0.687 -0.808 -0.375
C -2.609 -0.672 -0.401 -0.170
H -0.512 -2.750 2.435 0.291
H -0.142 -1.013 2.463 0.022
H -0.249 -1.921 3.981 0.368
H -1.636 -0.143 4.434 0.316
H -3.239 -0.888 4.538 0.418
H -3.528 1.336 3.659 0.382
H -3.889 0.135 2.410 0.247
H -1.519 0.507 1.716 -0.306
H -1.723 2.628 0.699 0.316
H -3.152 2.926 1.674 0.466
H -3.786 2.377 -0.565 0.416
H -4.330 1.042 0.438 0.399
H -3.472 -1.009 0.176 0.321
H -1.698 -0.849 0.176 0.044
H -2.532 -1.264 -1.316 0.022
C 1.280 1.406 2.293 -0.804
O 2.104 0.288 2.560 -0.293
C 3.059 -0.002 1.547 -0.842
C 4.467 0.241 2.042 -0.279
N 4.709 1.662 2.242 -0.302
C 5.968 1.979 2.907 -0.690
C 6.155 1.507 4.344 -0.483
O 5.297 2.138 5.275 -0.424
C 4.025 1.544 5.441 -0.530
H 0.513 1.444 3.063 0.209
H 1.842 2.346 2.305 0.442
H 0.786 1.306 1.319 0.339
H 2.859 0.593 0.650 0.383
H 2.954 -1.059 1.284 0.411
H 5.174 -0.137 1.298 0.397
H 4.600 -0.350 2.959 0.188
H 3.947 2.050 2.783 0.082
H 6.075 3.067 2.902 0.378
H 6.788 1.578 2.303 0.398
H 7.171 1.773 4.645 0.350
H 6.072 0.417 4.434 0.339
H 4.065 0.461 5.289 0.266
H 3.276 1.964 4.763 0.166
H 3.702 1.743 6.463 0.312
```

Highest occupied orbital energy = -8.85 eV
Electronic energy = -120523.61335 eV
SMILES = CC[C@H](Br)[C@H](OC(N)=O)P(=O)(O)O.COCCNCCOC.COCCNCCOC
HOMO-LUMO gap = 9.03 eV
Net charge = 0

=====

DFT (ωB97M-V with the def2-TZVPD basis set) results for the ion C4H10FNO3PS with charge +1 at a distorted geometry.

Geometry as XYZ:
```
21
Properties=species:S:1:pos:R:3:nbo_charge:R:1
C -0.001 -0.093 1.571 0.592
C 0.986 2.372 0.366 -0.927
C 0.731 -0.208 -1.377 -0.956
C -1.649 1.292 -0.662 -0.996
N 0.757 -2.913 -0.290 -1.117
O -0.560 0.420 2.456 -0.433
O 0.555 -1.271 1.572 -0.679
O -0.684 -3.477 1.774 -0.781
F -1.406 -1.707 0.120 -0.495
P -0.008 0.843 -0.092 1.359
S -0.173 -2.594 0.821 2.415
H 2.092 2.235 -0.019 0.280
H 1.014 2.632 1.521 0.306
H 0.628 3.167 -0.197 0.256
H 1.631 -0.671 -0.944 0.290
H 1.224 0.329 -2.129 0.279
H 0.009 -0.915 -1.721 0.284
H -2.545 1.118 0.096 0.314
H -1.836 0.925 -1.584 0.266
H -1.805 2.394 -0.838 0.295
H 1.042 -3.877 -0.444 0.448
```

Highest occupied orbital energy = -15.26 eV
Electronic energy = -34774.60460 eV
HOMO-LUMO gap = 10.92 eV
Net charge = +1

=====

DFT (ωB97M-V with the def2-TZVPD basis set) results for a structure of composition C18H45N3NaO6 at a distorted geometry.

Geometry as XYZ:
```
73
Properties=species:S:1:pos:R:3:mulliken_charge:R:1
Na -5.750 -2.793 1.435 0.371
C -9.569 -4.975 4.851 -0.817
O -8.470 -5.064 3.959 -0.318
C -8.846 -5.337 2.631 -0.420
C -9.278 -4.082 1.876 -0.771
N -8.350 -2.996 2.213 0.399
C -8.734 -1.743 1.576 -0.887
C -8.693 -1.749 0.062 -0.768
O -7.412 -2.121 -0.409 0.281
C -7.282 -1.960 -1.821 -0.933
H -10.136 -5.909 4.865 0.334
H -10.259 -4.168 4.571 0.333
H -9.152 -4.747 5.828 0.259
H -9.655 -6.081 2.599 0.579
H -8.016 -5.834 2.119 -0.184
H -10.279 -3.815 2.254 0.337
H -9.298 -4.253 0.804 0.393
H -8.365 -2.886 3.218 -0.084
H -8.115 -0.921 1.942 0.097
H -9.775 -1.479 1.839 0.532
H -8.897 -0.713 -0.248 0.425
H -9.490 -2.355 -0.382 0.537
H -6.664 -2.768 -2.213 0.078
H -6.825 -0.995 -2.040 0.255
H -8.251 -2.042 -2.317 0.459
C -6.457 -5.640 -0.383 -1.004
O -5.882 -5.061 0.762 0.364
C -5.131 -5.935 1.576 -0.784
C -4.990 -5.334 2.957 -0.694
N -4.074 -4.197 3.042 0.258
C -2.705 -4.547 2.660 -0.556
C -1.731 -3.577 3.278 -0.736
O -1.844 -3.683 4.678 -0.345
C -0.798 -3.048 5.387 -0.781
H -6.839 -6.649 -0.167 0.386
H -5.723 -5.773 -1.187 0.259
H -7.292 -5.028 -0.716 0.119
H -4.133 -6.098 1.150 0.409
H -5.650 -6.897 1.632 0.529
H -4.660 -6.170 3.605 0.563
H -5.977 -5.077 3.354 -0.138
H -4.075 -3.875 4.002 0.180
H -2.591 -4.528 1.574 0.175
H -2.451 -5.554 3.028 0.401
H -1.979 -2.553 2.959 0.062
H -0.715 -3.809 2.937 0.573
H 0.175 -3.240 4.925 0.330
H -0.778 -3.480 6.386 0.253
H -0.970 -1.970 5.453 0.266
C -6.512 -2.007 5.023 -1.095
O -5.775 -1.667 3.859 0.416
C -5.410 -0.306 3.782 -0.808
C -4.219 -0.214 2.857 -0.488
N -4.583 -0.577 1.485 0.013
C -3.390 -0.765 0.633 -0.700
C -3.736 -1.469 -0.650 -0.661
O -3.943 -2.856 -0.393 0.254
C -3.652 -3.684 -1.497 -1.001
H -5.951 -1.729 5.920 0.390
H -6.703 -3.075 4.973 0.150
H -7.464 -1.460 5.073 0.358
H -5.161 0.089 4.772 0.522
H -6.258 0.255 3.362 0.307
H -3.483 -0.943 3.204 -0.047
H -3.742 0.774 2.907 0.473
H -5.108 0.172 1.043 0.163
H -2.657 -1.392 1.147 0.077
H -2.883 0.194 0.467 0.470
H -2.912 -1.378 -1.371 0.665
H -4.601 -1.017 -1.153 0.102
H -4.431 -3.639 -2.265 0.231
H -3.498 -4.695 -1.129 0.206
H -2.722 -3.370 -1.992 0.426
```

Highest occupied orbital energy = -11.62 eV
Electronic energy = -40561.62904 eV
HOMO-LUMO gap = 9.67 eV
Net charge = +1